A 2-piece molecular cluster, C9H7N2O3 overall, computed with the ωB97M-V functional and the def2-TZVPD basis.

Properties
- HOMO: -0.195 Eh
- Molecular weight: 191.2 g mol⁻¹
- Orbital gap: 8.69 eV
- LUMO level: 3.381 eV

Structure (ORCA input):
```
! wB97M-V def2-TZVPD RIJCOSX def2/J DEFGRID3
* xyz -1 1
C -1.39904 -0.30273 2.44666
C -2.01789 0.28313 1.39801
C 0.00776 -0.42919 2.53280
C -1.15983 0.72861 0.28044
C 0.77816 0.13127 1.49550
C 0.16714 0.63921 0.35135
C 0.47517 -1.69166 -1.97782
C 0.25724 1.51503 -2.09430
C 1.03072 0.98400 -0.84236
N 0.46184 -2.70215 -1.45963
N 2.32933 0.75853 -0.92112
O 0.02095 0.65959 -3.03355
O 0.20906 2.76979 -2.20571
O 0.52244 -3.80330 -0.96893
H -2.04369 -0.70874 3.18955
H -3.03831 0.28444 1.38971
H 0.33827 -0.85035 3.46961
H -1.67045 1.25632 -0.48330
H 1.79846 0.12723 1.68295
H 0.23115 -0.73908 -2.52449
H 2.70153 1.09005 -1.72538
*
```